(1)
Below is a cluster of 3 separate species, C4H11N3 in total at a distorted geometry, with properties calculated with the ωB97M-V functional and the def2-TZVPD basis.

Geometry as XYZ:
```
18
C4H11N3 the ωB97M-V functional and the def2-TZVPD basis
C -0.164 1.872 -1.292
C 1.763 -0.091 0.519
C -0.626 -0.207 1.066
C -1.135 -1.600 0.814
N 0.305 0.645 -1.893
N -0.694 0.576 -0.999
N 2.091 0.225 -0.702
H -1.608 0.242 -1.308
H 2.065 -0.581 -1.326
H 0.410 2.314 -0.480
H -0.724 2.556 -1.927
H 1.662 -1.120 0.861
H 1.918 0.658 1.291
H -1.402 0.548 1.149
H -0.037 -0.115 1.972
H -0.317 -2.305 0.658
H -1.779 -1.659 -0.067
H -1.730 -1.959 1.663
```

The calculation puts the frontier orbital gap (alpha / beta) at 0.2974 / 0.3086 Eh. As for the net charge: 0. As for the relative energy (zero: lowest compared OMol25 entry of this formula, charge and spin): 759.6 kJ/mol. The calculation puts the total energy at -323.017218 a.u.

(2)
Below is a cluster of 2 separate species, C4H11N3 in total, with properties calculated with the ωB97M-V functional and the def2-TZVPD basis.

Geometry as XYZ:
```
18
C4H11N3 the ωB97M-V functional and the def2-TZVPD basis
C 1.555 -0.205 -1.106
C 1.278 -1.665 -2.877
N 1.809 -0.603 -2.467
H 2.497 -0.093 -0.569
H 0.933 -0.902 -0.527
H 1.071 0.772 -1.101
H 1.477 -1.960 -3.903
H 0.644 -2.325 -2.277
C -1.830 1.585 0.708
N -0.717 -0.544 2.009
C -0.380 0.758 2.298
N -0.834 1.804 1.745
H -1.351 1.153 -0.177
H -2.265 2.532 0.405
H -2.636 0.908 1.010
H -1.349 -0.744 1.250
H -0.298 -1.293 2.526
H 0.396 0.822 3.051
```

The calculation puts the frontier orbital gap at 0.3648 Eh. As for the net charge: 0. Its SMILES is C/N=C\N.C=NC. As for the relative energy (zero: lowest compared OMol25 entry of this formula, charge and spin): 219.1 kJ/mol. The calculation puts the total energy at -323.223088 a.u.

(3)
Below is a cluster of 2 separate species, C4H11N3O in total at a distorted geometry, with properties calculated with the ωB97M-V functional and the def2-TZVPD basis.

Geometry as XYZ:
```
19
C4H11N3O the ωB97M-V functional and the def2-TZVPD basis
C -0.974 1.707 0.986
C -1.172 -0.625 0.655
C -0.522 -1.002 1.808
O -1.550 0.605 0.293
H -1.553 -1.357 -0.045
H -1.327 2.599 0.473
H 0.116 1.661 0.932
H -1.297 1.723 2.030
H -0.391 -0.283 2.604
H -0.678 -2.021 2.131
C 0.490 0.092 -2.680
N 1.806 -0.816 0.429
N 1.065 -0.384 -0.546
N 1.496 -0.336 -1.727
H 1.010 -1.021 1.309
H 2.743 -1.136 0.185
H 0.322 -0.713 -3.401
H 0.876 0.955 -3.229
H -0.461 0.353 -2.205
```

The calculation puts the frontier orbital gap at 0.3514 Eh. As for the net charge: 0. Its SMILES is C/N=N/N.C=COC. As for the relative energy (zero: lowest compared OMol25 entry of this formula, charge and spin): 481.2 kJ/mol. The calculation puts the total energy at -398.370900 a.u.

(4)
Below is a cluster of 2 separate species, C4H11N3O in total at a distorted geometry, with properties calculated with the ωB97M-V functional and the def2-TZVPD basis.

Geometry as XYZ:
```
19
C4H11N3O the ωB97M-V functional and the def2-TZVPD basis
O -0.055 -0.645 2.248
C 1.101 0.311 -1.095
N 0.383 1.434 -1.353
C -0.292 1.973 -0.184
N -1.250 1.251 0.642
C 0.167 -0.893 -0.902
C 0.494 -2.030 0.032
N -0.959 -0.960 -1.537
H 1.708 0.335 -0.170
H 0.442 2.495 0.595
H -0.921 2.859 -0.559
H -1.826 0.519 0.171
H -0.885 0.746 1.425
H 1.714 0.060 -1.911
H 1.336 -1.721 0.745
H -0.335 -2.163 0.784
H 0.842 -2.895 -0.431
H -1.234 0.024 -1.623
H -0.430 -0.700 3.122
```

The calculation puts the frontier orbital gap at 0.1518 Eh. As for the net charge: 0. As for the relative energy (zero: lowest compared OMol25 entry of this formula, charge and spin): 908.5 kJ/mol. The calculation puts the total energy at -398.208118 a.u.

(5)
Below is a cluster of 2 separate species, C4H11N3O in total at a distorted geometry, with properties calculated with the ωB97M-V functional and the def2-TZVPD basis.

Geometry as XYZ:
```
19
C4H11N3O the ωB97M-V functional and the def2-TZVPD basis
C 1.348 0.314 -2.386
O 1.703 0.059 -1.041
H 1.299 -0.805 -0.755
H 1.940 -0.304 -3.071
H 1.559 1.367 -2.583
H 0.284 0.117 -2.552
C -0.867 -1.782 0.937
C -0.445 0.726 1.423
C -0.889 -0.375 0.425
N 0.384 1.642 0.869
N -0.888 0.849 2.605
N -1.502 -0.110 -0.648
H 0.987 1.295 0.095
H 0.778 2.306 1.520
H -1.640 0.216 2.855
H -1.488 0.877 -0.901
H -1.164 -2.466 0.153
H 0.149 -2.033 1.288
H -1.549 -1.894 1.768
```

The calculation puts the frontier orbital gap at 0.3665 Eh. As for the net charge: 0. Its SMILES is [H]/N=C(C)\C(N)=N/[H].CO. As for the relative energy (zero: lowest compared OMol25 entry of this formula, charge and spin): 169.2 kJ/mol. The calculation puts the total energy at -398.489716 a.u.

(6)
Below is an isolated molecule of C4H11N3O at a distorted geometry, with properties calculated with the ωB97M-V functional and the def2-TZVPD basis.

Geometry as XYZ:
```
19
C4H11N3O the ωB97M-V functional and the def2-TZVPD basis
N 1.100 -0.452 -1.549
C 0.546 -0.060 -0.162
C -0.951 0.389 0.040
C -1.305 1.902 -0.174
N -2.696 2.038 -0.666
C 0.957 -1.193 0.701
N 2.309 -1.145 0.848
O 0.224 -2.022 1.261
H 0.714 0.254 -2.232
H 0.787 -1.375 -1.679
H 1.145 0.851 0.122
H -1.615 -0.095 -0.673
H -1.251 0.061 1.016
H -0.893 2.424 0.641
H -0.658 2.186 -1.112
H -3.386 1.871 -0.086
H -2.841 2.819 -1.305
H 2.797 -1.785 1.468
H 2.938 -0.342 0.892
```

The calculation puts the frontier orbital gap at 0.3711 Eh. As for the net charge: 0. Its SMILES is NCC[C@H](N)C(N)=O. As for the relative energy (zero: lowest compared OMol25 entry of this formula, charge and spin): 197.2 kJ/mol. The calculation puts the total energy at -398.479057 a.u.

(7)
Below is a cluster of 2 separate species, C4H11N3O2 in total at a distorted geometry, with properties calculated with the ωB97M-V functional and the def2-TZVPD basis.

Geometry as XYZ:
```
20
C4H11N3O2 the ωB97M-V functional and the def2-TZVPD basis
C 1.641 1.383 1.310
C -0.613 0.412 1.232
O 0.278 1.465 0.882
N -0.231 -0.532 2.039
H -1.046 -0.956 2.483
H -1.638 0.813 1.226
H 1.854 2.202 2.001
H 1.861 0.431 1.799
H 2.282 1.479 0.430
C -0.627 -0.548 -0.913
N 0.202 -1.673 -0.723
N -1.971 -0.811 -1.183
C 0.033 0.494 -1.570
O 1.332 0.387 -1.859
H 1.543 -0.538 -1.529
H 0.588 -1.596 0.231
H -0.359 -2.519 -0.744
H -2.571 0.006 -1.128
H -2.124 -1.300 -2.058
H -0.434 1.401 -1.925
```

The calculation puts the frontier orbital gap at 0.3046 Eh. As for the net charge: 0. Its SMILES is [H]/N=C/OC.NC(N)=CO. As for the relative energy (zero: lowest compared OMol25 entry of this formula, charge and spin): 373.7 kJ/mol. The calculation puts the total energy at -473.660442 a.u.